Below is C19H22MnN6OS as an isolated structure, with properties calculated with ωB97M-V/def2-TZVPD.

```
! RIJCOSX wB97M-V def2-TZVPD def2/J DEFGRID3
* xyz 2 4
C 1.42464 0.07154 -1.97569
H -1.07711 2.43312 -0.91311
O -0.25099 1.06672 0.73270
C 3.19399 -1.88961 -0.28000
N 4.45523 -2.03084 -0.69647
C -1.65991 4.12848 1.99362
H -2.03858 4.94321 1.38465
C 0.85694 0.86373 -2.95950
H 0.13794 2.62802 3.42351
H -0.83328 4.50561 2.59209
H -2.60566 -0.12736 0.96047
Mn 0.42301 -0.71688 0.44699
C 1.17030 2.22015 -3.01464
H 2.33602 3.82024 -2.18549
C 2.30333 0.64051 -1.05611
C -3.64271 -2.02025 1.07368
H 4.76048 -2.91840 -1.06730
H 0.17565 0.43744 -3.68341
H -4.60770 -1.58090 1.28244
H -1.40218 1.79579 3.53458
N 1.06343 -2.54130 0.04889
N -1.21301 3.06039 1.08525
H 0.07821 0.87059 3.21917
H -2.50573 3.41924 -0.52631
C 0.52671 3.05987 -3.99439
H -2.06747 -4.97531 0.62099
C -0.64142 1.96260 1.53854
C -3.47889 -3.38801 0.98682
C 2.07746 2.77218 -2.11369
H 1.22297 -0.99500 -1.97584
C 0.20852 -3.49881 0.15085
C 2.64422 1.98278 -1.12391
H -0.91267 4.18235 -0.65671
C -1.16836 -3.03947 0.51150
H 5.13363 -1.29999 -0.57305
H -0.28367 -5.40057 -0.66575
H 0.51201 -5.44872 0.90555
H 3.33741 2.41302 -0.41289
N -0.02623 3.72912 -4.74576
C -2.21854 -3.90893 0.69841
H -2.45949 3.78298 2.64651
C -0.44288 1.80124 3.01432
C -2.53446 -1.20431 0.89471
C 0.49767 -4.93949 -0.06279
C -1.44066 3.28144 -0.34599
H -4.31898 -4.05339 1.13517
N -1.32800 -1.69925 0.62832
S 2.80557 -0.25632 0.41130
H 1.46026 -5.07749 -0.54194
N 2.35302 -2.86174 -0.35031
*
```

Summary:
HOMO energy (spin up / spin down) in eV: -15.1 / -14.7
Relative energy (zero: lowest compared OMol25 entry of this formula, charge and spin) in kcal/mol: 0.0
Frontier orbital gap (spin up / spin down) in eV: 8.34 / 7.72
DFT total energy in eV: -73189.98941